{"formula": "C14H22AlO3S", "method": "ωB97M-V/def2-TZVPD", "lumo_ev": 2.631, "e_homo_ev": -5.129, "gap_ev": 7.76, "total_charge": -1, "e_tot_ha": -1412.71578, "elements": ["C", "C", "C", "C", "C", "C", "C", "C", "O", "Al", "S", "O", "C", "C", "C", "C", "C", "O", "C", "H", "H", "H", "H", "H", "H", "H", "H", "H", "H", "H", "H", "H", "H", "H", "H", "H", "H", "H", "H", "H", "H"], "positions_angstrom": [[5.87, -1.03, 0.73], [4.37, -0.81, 0.05], [3.91, -1.96, -1.06], [2.44, -1.74, -1.78], [1.48, -0.43, -1.42], [1.92, 0.74, -0.32], [1.04, 2.08, 0.04], [-0.24, 1.85, 1.02], [-0.09, 1.13, 2.31], [-1.79, 1.58, 3.07], [-3.05, -0.07, 4.02], [-2.70, 1.89, 1.41], [-1.69, 1.37, 0.42], [-2.02, 1.51, -1.18], [-3.29, 0.51, -1.54], [-2.84, -1.05, -1.82], [-2.90, -2.02, -0.49], [-2.94, -3.47, -0.83], [3.40, 0.50, 0.40], [5.81, -1.45, 1.85], [6.54, -1.76, 0.06], [6.44, 0.01, 0.78], [4.60, -2.88, -1.35], [2.06, -2.50, -2.59], [0.46, -0.36, -1.99], [1.78, 2.88, 0.52], [0.63, 2.51, -1.00], [-0.49, 2.96, 1.39], [-1.83, 2.80, 4.08], [-4.19, 0.62, 4.54], [-1.69, 0.22, 0.73], [-1.13, 1.14, -1.86], [-2.36, 2.59, -1.48], [-3.87, 0.87, -2.51], [-4.11, 0.51, -0.68], [-1.72, -0.98, -2.24], [-3.50, -1.52, -2.69], [-1.91, -1.88, 0.15], [-3.86, -1.69, 0.13], [-2.39, -3.93, -0.11], [3.84, 1.24, 1.20]]}

=====

{"formula": "C30H38F32NO11PS", "method": "ωB97M-V/def2-TZVPD", "lumo_ev": -0.104, "e_homo_ev": -9.384, "gap_ev": 9.28, "total_charge": 0, "e_tot_ha": -5983.56391, "elements": ["C", "C", "C", "C", "C", "C", "O", "S", "O", "O", "O", "C", "C", "C", "C", "N", "P", "O", "O", "O", "H", "H", "H", "H", "H", "H", "H", "H", "H", "H", "H", "H", "H", "H", "H", "H", "H", "H", "H", "H", "H", "H", "C", "C", "C", "F", "F", "F", "F", "O", "C", "C", "F", "F", "F", "F", "H", "H", "H", "H", "C", "C", "C", "F", "F", "F", "F", "O", "C", "C", "F", "F", "F", "F", "H", "H", "H", "H", "C", "C", "C", "F", "F", "F", "F", "O", "C", "C", "F", "F", "F", "F", "H", "H", "H", "H", "C", "C", "C", "F", "F", "F", "F", "O", "C", "C", "F", "F", "F", "F", "H", "H", "H", "H"], "positions_angstrom": [[4.75, -3.28, -1.94], [3.78, -4.29, -1.30], [4.02, -5.72, -1.78], [2.35, -3.79, -1.51], [1.93, -3.61, -2.99], [1.47, -2.18, -3.27], [0.96, -1.52, -2.08], [0.73, -0.01, -2.51], [-0.42, 0.47, -1.83], [1.96, 0.70, -2.42], [0.41, -0.30, -4.04], [0.41, -1.76, -4.31], [-1.06, -2.18, -4.15], [-1.47, -3.66, -4.06], [-2.20, -4.01, -2.76], [-1.32, -4.13, -1.60], [0.95, -1.90, -6.07], [0.69, -0.72, -6.89], [2.50, -2.33, -6.05], [0.18, -3.25, -6.44], [5.68, -3.20, -1.38], [5.00, -3.55, -2.97], [4.30, -2.28, -1.96], [3.94, -4.26, -0.22], [3.37, -6.42, -1.25], [3.83, -5.82, -2.85], [5.06, -6.02, -1.60], [1.64, -4.45, -1.00], [2.28, -2.82, -1.01], [1.22, -4.37, -3.30], [2.83, -3.74, -3.61], [2.38, -1.62, -3.54], [-1.57, -1.72, -5.01], [-1.44, -1.65, -3.27], [-0.62, -4.34, -4.20], [-2.14, -3.89, -4.89], [-2.74, -4.96, -2.92], [-2.96, -3.25, -2.57], [-1.57, -3.51, -0.85], [-0.35, -3.96, -1.83], [2.66, -3.20, -5.67], [0.40, -3.55, -7.33], [-0.17, 1.99, 1.32], [-1.11, 0.84, 1.69], [-2.61, 1.03, 1.47], [-3.09, 1.98, 2.29], [-3.22, -0.14, 1.78], [-0.89, 0.44, 2.97], [-0.76, -0.19, 0.87], [0.27, 2.82, 2.39], [-0.40, 3.94, 2.75], [-0.76, 3.94, 4.24], [-1.55, 2.90, 4.53], [-1.43, 5.08, 4.53], [-1.50, 4.15, 1.99], [0.42, 5.01, 2.56], [0.74, 1.51, 0.96], [-0.58, 2.57, 0.50], [-2.83, 1.28, 0.43], [0.15, 3.90, 4.85], [-4.48, 8.18, -1.42], [-3.33, 8.11, -2.44], [-3.53, 7.23, -3.67], [-3.67, 5.94, -3.31], [-2.45, 7.34, -4.47], [-2.17, 7.80, -1.83], [-3.22, 9.38, -2.94], [-4.33, 7.38, -0.26], [-4.84, 6.11, -0.18], [-3.74, 5.10, 0.19], [-2.79, 5.07, -0.77], [-4.30, 3.86, 0.25], [-5.50, 5.74, -1.29], [-5.73, 6.09, 0.84], [-4.46, 9.20, -1.05], [-5.44, 8.02, -1.91], [-4.42, 7.54, -4.23], [-3.30, 5.35, 1.15], [-0.69, -2.45, 5.01], [-1.59, -2.94, 3.86], [-3.02, -2.39, 3.81], [-3.73, -2.79, 4.88], [-3.62, -2.87, 2.70], [-1.61, -4.29, 3.82], [-1.00, -2.49, 2.72], [-0.56, -3.33, 6.11], [-1.36, -3.24, 7.21], [-2.04, -4.59, 7.51], [-2.82, -4.96, 6.48], [-2.81, -4.46, 8.61], [-2.27, -2.25, 7.13], [-0.57, -2.98, 8.28], [0.31, -2.40, 4.57], [-0.98, -1.44, 5.31], [-3.01, -1.30, 3.76], [-1.28, -5.36, 7.69], [4.24, 2.42, 0.47], [5.34, 1.48, -0.03], [4.90, 0.30, -0.91], [4.11, -0.53, -0.21], [5.97, -0.40, -1.33], [6.10, 1.03, 0.98], [6.13, 2.24, -0.85], [3.78, 2.20, 1.79], [2.69, 1.44, 2.07], [3.02, 0.32, 3.06], [3.95, -0.51, 2.54], [1.89, -0.40, 3.30], [2.09, 0.95, 0.96], [1.77, 2.23, 2.69], [4.71, 3.40, 0.50], [3.42, 2.47, -0.25], [4.35, 0.66, -1.79], [3.38, 0.74, 4.00]]}

=====

{"formula": "C4H4BrClF2O", "method": "ωB97M-V/def2-TZVPD", "relative_energy_kj_mol": 167.9, "lumo_ev": -1.118, "e_homo_ev": -9.675, "gap_ev": 8.56, "total_charge": 0, "e_tot_ha": -3463.89374, "elements": ["C", "C", "C", "C", "O", "F", "F", "Cl", "Br", "H", "H", "H", "H"], "positions_angstrom": [[-1.63, 1.05, 1.03], [1.40, -0.46, -0.97], [0.06, -0.70, -0.51], [-0.27, 0.55, 1.19], [-2.61, 0.39, 1.32], [0.03, -0.31, 2.17], [0.77, 1.45, 1.08], [1.85, -1.73, -2.27], [-1.17, -0.27, -1.88], [-1.80, 1.90, 0.39], [2.07, -0.76, -0.14], [1.69, 0.47, -1.47], [-0.41, -1.58, 0.06]]}

=====

{"formula": "C40H69ClF2N3O5PScSeSiTe", "method": "ωB97M-V/def2-TZVPD", "spin_multiplicity": 2, "relative_energy_kj_mol": 109.7, "lumo_ev": [3.620, 3.457], "e_homo_ev": [-0.825, -0.824], "s_squared": 0.75, "gap_ev": [4.44, 4.28], "total_charge": -2, "e_tot_ha": -6827.20165, "elements": ["Sc", "O", "H", "H", "O", "H", "H", "Cl", "Se", "N", "C", "P", "O", "O", "C", "N", "H", "H", "H", "H", "H", "H", "H", "H", "H", "H", "C", "C", "C", "C", "Si", "C", "C", "C", "C", "C", "C", "C", "C", "H", "H", "H", "H", "H", "H", "H", "H", "H", "H", "H", "H", "H", "H", "H", "H", "H", "H", "H", "H", "H", "H", "H", "H", "H", "H", "H", "C", "C", "C", "C", "C", "C", "Te", "N", "C", "O", "C", "C", "C", "C", "C", "C", "C", "C", "C", "C", "C", "C", "C", "C", "C", "C", "C", "C", "H", "H", "H", "H", "H", "H", "H", "H", "H", "H", "H", "H", "H", "H", "H", "H", "H", "H", "H", "H", "H", "H", "H", "H", "H", "H", "H", "F", "C", "F", "H"], "positions_angstrom": [[-1.50, 0.97, 1.08], [0.22, 0.08, 1.18], [1.75, 0.53, -0.01], [0.24, -0.85, 0.92], [-0.63, 3.20, 1.39], [-1.58, 3.45, 1.42], [-0.35, 3.39, 0.48], [-0.17, -2.78, -0.90], [-3.70, 2.51, 1.30], [-3.09, -3.42, -1.64], [-4.03, -2.64, -0.82], [-3.51, -0.89, -1.00], [-3.07, -0.71, -2.42], [-2.58, -0.58, 0.15], [-5.00, 0.13, -0.78], [-4.65, 1.48, -1.28], [-3.04, -3.00, -2.57], [-3.37, -4.39, -1.71], [-1.42, -3.17, -1.15], [-3.94, -2.93, 0.23], [-5.07, -2.75, -1.13], [-5.24, 0.26, 0.28], [-5.84, -0.29, -1.33], [-5.45, 2.02, -1.60], [-3.92, 1.45, -2.00], [-4.18, 2.02, -0.28], [-2.81, 0.95, 6.71], [-2.89, 1.25, 5.20], [-4.38, 1.43, 4.87], [-2.25, 2.63, 4.95], [-2.02, -0.04, 3.95], [-3.24, -1.63, 3.88], [-3.85, -2.12, 5.19], [-2.49, -2.80, 3.24], [-4.40, -1.30, 2.93], [-0.37, -0.67, 4.93], [0.55, -1.43, 3.96], [-0.56, -1.57, 6.15], [0.43, 0.56, 5.36], [-3.39, 1.71, 7.26], [-1.79, 0.98, 7.09], [-3.24, -0.02, 6.96], [-4.77, 2.28, 5.45], [-4.97, 0.56, 5.15], [-4.53, 1.65, 3.82], [-2.68, 3.37, 5.64], [-2.46, 2.96, 3.93], [-1.17, 2.63, 5.09], [-3.10, -2.38, 5.94], [-4.45, -3.03, 5.01], [-4.51, -1.38, 5.64], [-1.73, -3.22, 3.91], [-1.99, -2.51, 2.31], [-3.20, -3.61, 3.01], [-5.02, -0.49, 3.28], [-5.03, -2.19, 2.81], [-4.02, -1.01, 1.95], [0.12, -2.36, 3.60], [1.49, -1.69, 4.49], [0.80, -0.82, 3.10], [-0.96, -2.55, 5.87], [-1.22, -1.14, 6.91], [0.41, -1.75, 6.63], [-0.06, 1.14, 6.14], [1.41, 0.24, 5.74], [0.60, 1.23, 4.51], [2.47, 2.32, -9.12], [2.34, 1.84, -7.70], [1.11, 1.54, -7.15], [0.97, 1.11, -5.83], [-0.44, 0.85, -5.34], [2.11, 0.95, -5.04], [1.84, 0.48, -2.87], [2.43, 0.77, -0.75], [3.08, 1.92, -0.63], [3.62, 2.50, -1.59], [3.21, 2.55, 0.74], [3.11, 1.80, 1.90], [3.31, 2.41, 3.14], [3.60, 3.76, 3.21], [3.69, 4.51, 2.04], [3.51, 3.90, 0.81], [2.93, -1.34, -3.04], [2.29, -2.38, -3.73], [1.00, -2.18, -4.48], [2.86, -3.65, -3.74], [4.05, -3.92, -3.09], [4.64, -5.31, -3.07], [4.70, -2.87, -2.46], [4.17, -1.58, -2.42], [5.00, -0.53, -1.73], [3.37, 1.29, -5.57], [4.62, 1.20, -4.74], [3.46, 1.71, -6.89], [1.52, 2.22, -9.66], [3.23, 1.76, -9.66], [2.75, 3.37, -9.15], [0.21, 1.64, -7.76], [-1.09, 1.68, -5.61], [-0.52, 0.73, -4.26], [-0.85, -0.06, -5.80], [2.85, 0.75, 1.86], [3.23, 1.82, 4.04], [3.75, 4.23, 4.17], [3.90, 5.57, 2.10], [3.58, 4.46, -0.11], [0.23, -1.72, -3.85], [0.61, -3.14, -4.83], [1.15, -1.53, -5.34], [2.34, -4.45, -4.25], [3.98, -6.02, -3.58], [4.79, -5.65, -2.05], [5.61, -5.33, -3.57], [5.65, -3.05, -1.96], [6.04, -0.63, -2.05], [4.97, -0.67, -0.65], [4.68, 0.48, -1.93], [4.51, 1.75, -3.81], [5.47, 1.60, -5.29], [4.84, 0.16, -4.49], [4.44, 1.96, -7.30], [0.10, 2.45, -1.49], [-1.09, 1.70, -1.19], [-2.08, 2.47, -1.88], [-1.00, 0.82, -1.85]]}

=====

{"formula": "C21H59N5O6", "method": "ωB97M-V/def2-TZVPD", "smiles": "COC[C@H](C)N.COC[C@H](C)N.COC[C@H](C)N.COC[C@H](C)N.COC[C@H](C)N.CO", "relative_energy_kj_mol": 18.5, "lumo_ev": 0.523, "e_homo_ev": -8.992, "gap_ev": 9.51, "total_charge": 0, "e_tot_ha": -1560.59950, "elements": ["C", "C", "C", "O", "C", "N", "H", "H", "H", "H", "H", "H", "H", "H", "H", "H", "H", "C", "C", "C", "O", "C", "N", "H", "H", "H", "H", "H", "H", "H", "H", "H", "H", "H", "C", "C", "C", "O", "C", "N", "H", "H", "H", "H", "H", "H", "H", "H", "H", "H", "H", "C", "C", "C", "O", "C", "N", "H", "H", "H", "H", "H", "H", "H", "H", "H", "H", "H", "C", "C", "C", "O", "C", "N", "H", "H", "H", "H", "H", "H", "H", "H", "H", "H", "H", "C", "O", "H", "H", "H", "H"], "positions_angstrom": [[1.11, -2.07, -3.24], [0.77, -2.70, -1.91], [0.84, -4.23, -2.03], [0.90, -4.81, -0.76], [0.88, -6.21, -0.79], [1.68, -2.19, -0.90], [1.15, -0.98, -3.13], [0.37, -2.29, -4.01], [2.08, -2.40, -3.61], [-0.26, -2.43, -1.67], [1.74, -4.48, -2.62], [-0.04, -4.60, -2.58], [0.08, -6.59, -1.44], [0.74, -6.58, 0.22], [1.82, -6.63, -1.17], [1.70, -2.75, -0.06], [2.62, -2.26, -1.30], [7.59, 3.35, 0.38], [6.77, 3.43, -0.90], [5.74, 2.31, -0.96], [4.75, 2.48, 0.00], [3.73, 1.51, -0.05], [6.10, 4.73, -0.97], [8.44, 2.68, 0.24], [7.02, 3.10, 1.27], [8.04, 4.33, 0.61], [7.46, 3.27, -1.74], [6.30, 1.37, -0.83], [5.33, 2.25, -1.99], [3.95, 0.73, -0.80], [2.77, 1.93, -0.34], [3.68, 0.98, 0.90], [6.75, 5.50, -0.89], [5.60, 4.83, -1.85], [-6.09, 3.01, 3.50], [-5.15, 3.38, 2.38], [-3.76, 3.71, 2.91], [-2.92, 3.93, 1.81], [-1.53, 4.04, 2.13], [-5.13, 2.33, 1.36], [-5.94, 1.95, 3.78], [-7.14, 3.11, 3.25], [-5.90, 3.60, 4.40], [-5.51, 4.27, 1.85], [-3.43, 2.82, 3.49], [-3.74, 4.57, 3.59], [-1.11, 3.05, 2.05], [-1.39, 4.48, 3.12], [-1.10, 4.73, 1.41], [-4.63, 1.51, 1.72], [-4.52, 2.66, 0.61], [-4.61, 0.67, -3.98], [-3.43, 0.70, -3.02], [-2.27, 1.39, -3.70], [-1.15, 1.38, -2.82], [-0.07, 2.15, -3.31], [-3.79, 1.52, -1.85], [-5.11, 1.64, -4.04], [-5.36, -0.03, -3.59], [-4.36, 0.33, -4.99], [-3.14, -0.31, -2.71], [-2.58, 2.44, -3.82], [-1.99, 0.88, -4.63], [-0.06, 2.15, -4.40], [0.87, 1.75, -2.95], [-0.16, 3.19, -2.97], [-4.38, 0.99, -1.20], [-2.94, 1.73, -1.33], [-0.20, -2.14, 2.58], [-0.60, -3.55, 2.12], [0.19, -4.61, 2.86], [-0.16, -4.64, 4.21], [0.58, -5.59, 4.93], [-2.05, -3.71, 2.37], [0.89, -2.07, 2.61], [-0.64, -2.03, 3.56], [-0.58, -1.40, 1.88], [-0.37, -3.72, 1.06], [1.26, -4.39, 2.74], [0.01, -5.59, 2.39], [0.07, -5.71, 5.88], [1.61, -5.24, 5.06], [0.65, -6.54, 4.39], [-2.52, -3.22, 1.61], [-2.31, -4.67, 2.15], [0.08, 0.45, -0.19], [-0.68, 1.59, 0.13], [0.66, 0.16, 0.69], [-0.57, -0.38, -0.46], [0.81, 0.62, -0.99], [-0.81, 2.06, -0.70]]}

=====

{"formula": "C2H4Cl2N2O", "method": "ωB97M-V/def2-TZVPD", "relative_energy_kj_mol": 547.5, "lumo_ev": [0.283, -0.829], "e_homo_ev": [-9.044, -7.369], "gap_ev": [9.33, 6.54], "total_charge": 0, "e_tot_ha": -1183.53427, "elements": ["C", "C", "N", "N", "O", "Cl", "Cl", "H", "H", "H", "H"], "positions_angstrom": [[-0.34, -1.42, -0.06], [-0.52, 0.94, 0.46], [-0.60, -0.49, 0.89], [0.99, 0.58, -1.26], [0.64, 1.22, -0.03], [-1.87, 1.24, -0.81], [2.62, 0.26, -1.53], [0.35, -2.23, 0.33], [-0.50, -1.14, -1.03], [-0.76, 1.68, 1.33], [-0.02, -0.64, 1.71]]}